Entry 1:
Density functional theory data (wB97M-V/def2-TZVPD) for a structure of composition C35H52N4SW at a distorted geometry.

```
93
Properties=species:S:1:pos:R:3:forces:R:3:mulliken_charge:R:1
W 0.1195 -0.0455 1.0645 1.1384 -0.7544 1.8443 0.182
C -0.6384 -1.3866 5.0033 -0.3120 -1.1462 0.6712 -0.943
C -0.7180 -0.8612 2.8243 1.0577 1.9390 -3.1166 -0.638
N -0.0437 -0.6734 3.9978 -0.4461 -0.4256 0.7031 0.782
H -2.3524 -2.7480 4.9029 -0.0451 0.0187 0.1015 0.429
N -1.7401 -1.6972 3.1433 -0.7709 -0.4974 -0.6295 1.414
H -0.2802 -1.5038 6.0130 0.0197 0.2242 -0.1237 0.369
C 0.5038 -2.0080 0.2999 -0.3501 -0.2084 0.2656 -0.977
C 0.4391 -2.3734 -1.0560 0.0225 -0.5505 0.3604 0.258
C 0.4463 -3.7247 -1.4233 -0.0373 0.4622 -0.2206 -0.734
C 0.5805 -4.7461 -0.4819 -0.0085 0.3423 -0.0474 1.363
C 0.6959 -4.3937 0.8561 0.2713 0.5427 0.2451 -0.810
C 0.6226 -3.0543 1.2370 0.5361 -0.6258 -0.4613 0.032
H 0.3666 -1.5633 -1.7805 0.0052 -0.3459 -0.2101 0.394
H 0.3406 -3.9853 -2.4752 0.0388 -0.0453 0.0368 0.288
H 0.8452 -5.1426 1.6320 -0.1031 -0.1573 -0.1406 0.242
H 0.6970 -2.8213 2.2971 -0.1698 -0.1371 -0.1106 0.315
C 0.6150 -6.1752 -0.9139 0.0259 -0.1610 -0.2164 -1.685
H 0.4937 -6.8420 -0.0576 -0.0422 -0.0548 -0.0896 0.341
H 1.5653 -6.4147 -1.4030 -0.0477 -0.0762 0.0197 0.304
H -0.1825 -6.3572 -1.6396 0.0382 -0.2026 0.0538 0.379
C 1.2303 0.0035 4.0279 -0.4606 -0.7447 -0.4451 1.532
C 1.5604 0.1824 5.5008 0.5581 0.6428 0.4690 -2.099
C 2.2879 -0.8684 3.3633 1.0059 -0.6593 0.1518 -1.486
H 1.6557 -0.7806 6.0255 0.0391 0.2098 -0.3283 0.440
H 2.5172 0.6982 5.6226 -0.0186 0.0082 -0.1110 0.423
H 0.8076 0.7696 6.0384 -0.0261 -0.0093 -0.2164 0.451
H 1.8085 1.9562 3.5553 0.3966 0.2571 -0.5812 0.547
H 0.1228 1.7254 3.2509 0.0207 -0.1930 0.1981 -0.446
H 2.0668 -1.1596 2.3061 0.0591 0.4144 0.8424 0.041
C 1.0916 1.2361 3.1568 -0.3766 0.6646 0.4056 -1.021
H 2.4521 -1.7827 3.9606 -0.0497 0.1489 -0.2359 0.340
H 3.2330 -0.3015 3.3674 -0.1486 -0.1964 -0.1196 0.462
H 1.4168 1.1031 2.0117 0.0503 0.0086 0.4747 0.158
C -1.6767 -2.0495 4.4468 0.1960 -0.0805 1.5529 -0.711
C -2.6358 -3.7324 2.1431 0.0004 -0.2956 -0.2198 -1.379
H -2.9693 -4.2431 3.0637 0.1192 0.1391 -0.3121 0.337
H -3.2389 -4.0962 1.2979 0.0577 -0.0171 0.2616 0.400
C -2.8097 -2.2101 2.2658 0.7794 0.0688 0.6884 1.529
H -3.4920 -1.9706 0.2977 -0.3024 0.0175 -0.0059 0.637
C -4.1267 -1.9071 2.9958 -0.3059 0.1874 -0.2779 -1.652
H -4.1763 -0.8369 3.2564 -0.0320 -0.3492 -0.1169 0.267
H -1.5862 -4.0056 1.9466 -0.4919 0.2304 0.0344 0.170
H -1.8007 -1.8087 0.3557 -0.0354 0.4244 0.4900 0.131
H -4.2082 -2.5014 3.9220 -0.0412 0.2777 -0.3914 0.370
H -4.9757 -2.1583 2.3448 0.1193 0.0482 0.1664 0.430
C -2.7008 -1.5326 0.9167 -1.1861 -0.5042 -0.8203 -1.506
H -2.9054 -0.4565 0.9422 0.4973 -0.1867 0.0825 -0.099
C 2.1714 2.3356 -5.2436 -0.5058 -0.0995 -0.6352 -0.352
N 2.2273 1.7542 -3.9829 0.1919 0.5577 -0.2551 0.235
H 0.6428 2.3190 -6.7366 0.0288 -0.3501 0.5204 -0.107
N 0.3152 1.2598 -4.7835 0.4420 0.5946 -0.3628 0.062
H 2.9213 2.9194 -5.7631 -0.2352 -0.3979 0.3474 0.074
C 3.3535 2.1399 -3.1091 -0.5604 0.0633 -0.3253 4.088
C 4.4846 2.5348 -4.0472 0.7261 0.0488 0.1672 -3.311
C 2.9634 3.4248 -2.3853 -0.1066 0.1885 0.2694 -2.120
H 4.2171 3.4319 -4.6152 0.2972 -0.2475 0.1924 0.598
H 5.3570 2.8069 -3.4588 0.1974 -0.0896 0.1576 0.480
H 4.7641 1.7384 -4.7422 -0.0613 0.0398 0.0509 0.502
H 4.4424 1.4862 -1.4273 -0.1669 -0.2688 0.0037 0.416
H 4.3018 0.2292 -2.6607 -0.2742 0.1477 0.0019 0.356
H 2.0363 3.3153 -1.8100 0.1998 -0.0509 -0.0605 0.194
C 3.7477 1.0290 -2.1474 0.4304 -0.0252 0.1280 -1.978
H 2.8465 4.2291 -3.1265 -0.1529 -0.1797 0.2620 0.436
H 3.7864 3.7019 -1.7196 -0.1400 0.1014 0.0927 0.432
H 2.9035 0.5840 -1.6060 0.1028 0.2773 -0.1991 0.209
C 0.9745 2.0207 -5.7478 0.6475 0.3063 -0.2634 -0.381
C -1.9254 2.1342 -4.4421 -0.2628 0.2979 0.3157 -2.417
H -1.6907 3.0458 -5.0076 0.0265 -0.0977 0.2916 0.520
H -2.9903 1.9284 -4.5956 0.0588 0.0443 0.1070 0.403
C -1.1085 0.9794 -5.0124 -0.0224 0.2429 0.0790 5.391
H -2.6780 -0.3804 -4.5810 0.3136 -0.0456 0.1206 0.432
C -1.3031 1.0573 -6.5183 -0.5785 -0.2738 -0.4236 -3.940
H -0.6509 0.3661 -7.0597 -0.0268 0.0937 0.0069 0.570
H -1.7383 2.3095 -3.3743 0.0006 -0.1464 -0.2131 0.074
H -1.3433 -0.5434 -3.4095 0.0695 0.2922 -0.2674 0.084
H -1.1292 2.0797 -6.8696 -0.2289 -0.3736 -0.1027 0.455
H -2.3370 0.8309 -6.7671 -0.1449 -0.1680 0.0284 0.668
C -1.5810 -0.3626 -4.4663 -0.2923 -0.3903 -0.0742 -2.260
H -1.2028 -1.2077 -5.0614 0.1458 0.2822 0.1755 0.401
C 1.0581 1.1498 -3.6390 -0.1498 -0.4510 -0.1106 -1.254
S -0.8302 1.9217 0.3809 -1.8278 1.7674 -0.1541 -0.473
C -1.3966 2.9300 1.7984 0.5220 -0.3155 -0.8401 -0.124
C -2.4495 2.4997 2.6229 0.4949 0.7073 0.4583 -0.012
C -2.5831 3.0952 3.8879 -0.1924 0.2125 -0.7710 -0.454
C -1.8326 4.2294 4.2300 0.4116 -0.3082 0.0550 -0.486
C -0.8330 4.6947 3.3619 -0.5900 0.0444 -0.0650 -0.399
C -0.6303 4.0612 2.1368 -0.3299 -0.1078 0.2990 -0.267
H -3.1539 1.7477 2.2585 0.5407 -0.1119 0.3196 0.313
H -3.3045 2.6790 4.5839 -0.1329 0.2216 -0.0174 0.354
H -2.0183 4.7422 5.1755 0.1540 -0.2347 -0.1481 0.306
H -0.2360 5.5654 3.6390 -0.1593 -0.1607 -0.0868 0.338
H 0.1074 4.4316 1.4184 -0.1049 -0.2895 0.3545 0.380
```
Positions in Å, forces in eV/Å.

Output
- Orbital gap (spin up / spin down): 1.4 / 3.7 eV
- <S²>: 2.137
- HOMO (spin up / spin down): 2.70 / 0.33 eV
- Multiplicity: 3
- Lowest unoccupied orbital energy (spin up / spin down): 4.059 / 4.052 eV
- Net charge: -2

---

Entry 2:
Density functional theory data (wB97M-V/def2-TZVPD) for a structure of composition C35H52N5O4P2PdS10Te at a distorted geometry.

```
110
Properties=species:S:1:pos:R:3:forces:R:3:mulliken_charge:R:1
Pd 1.2790 0.6004 -0.4904 0.7533 0.9254 -0.7399 1.250
S 3.8434 -1.7779 5.9520 0.0382 -0.0461 0.0736 -0.219
C 3.2096 -1.0251 4.6512 -0.0300 0.0793 -0.1457 0.092
S 1.5216 -0.8322 4.3725 -0.0884 0.0746 0.0592 0.105
C 1.6154 -0.0362 2.8073 1.4093 0.2128 0.0913 -0.768
C 2.9121 0.2220 2.3148 -0.9884 -0.1135 0.5189 0.587
S 3.3217 1.0435 0.9093 -0.2265 -0.2298 -0.3739 -0.386
S 4.1770 -0.3180 3.3865 0.1151 0.0107 0.0104 -0.191
S 0.2030 0.3412 1.9913 -1.0203 -0.5318 -0.0561 0.273
C 0.0908 -0.4760 -5.1487 -0.1182 -0.0274 -0.0345 -0.893
N 1.4889 -0.2586 -4.7950 -0.0941 0.2377 0.1850 0.254
C 2.2289 0.4394 -5.8309 0.1209 0.0068 -0.0958 -0.836
P 1.7644 0.0548 -3.2040 0.5460 -1.0014 0.9378 -0.057
O 0.5049 0.2179 -2.3723 -0.3221 0.5285 -0.4295 -0.176
O 1.2552 2.2962 -3.6768 -0.2956 0.0439 0.0033 -1.019
P 0.7410 3.0565 -2.4714 0.0247 -0.0374 -0.5556 -1.308
O 1.2204 2.6647 -1.0942 -0.1022 -0.1302 0.7324 0.190
N 1.2097 4.6439 -2.6984 -0.0002 -0.1312 0.0434 0.864
C 1.6370 5.1699 -3.9732 -0.0174 0.0007 -0.0792 -0.989
C 1.3139 5.5781 -1.6017 -0.0631 0.0565 0.0817 -0.897
N -0.9284 2.9226 -2.4808 0.0795 -0.0641 0.0123 1.334
C -1.7116 3.2504 -1.3106 0.0355 0.0458 0.0519 -0.956
C -1.6197 3.1690 -3.7282 -0.0097 0.0351 -0.0018 -1.084
N 3.2729 0.6667 -2.8607 -0.0989 -0.1689 -0.7340 1.474
C 4.3238 -0.2196 -2.3317 -0.0909 -0.0148 0.2568 -1.210
C 3.9083 1.8435 -3.4655 0.0263 0.0969 0.0460 -1.392
H 0.0508 -1.0311 -6.0874 0.0121 0.0102 0.0009 0.467
H -0.4383 0.4755 -5.2680 -0.0185 -0.0028 -0.0019 0.190
H -0.4122 -1.0581 -4.3793 0.0215 0.0060 0.0090 0.114
H 2.1365 -0.1297 -6.7577 -0.0163 0.0097 0.0020 0.475
H 3.2864 0.4916 -5.5837 -0.0137 -0.0022 0.0347 0.243
H 1.8467 1.4528 -5.9884 0.0067 -0.0062 0.0021 0.182
H 1.5964 4.3943 -4.7339 -0.0111 -0.0107 0.0167 0.181
H 2.6678 5.5403 -3.9128 0.0139 0.0052 -0.0049 0.314
H 1.0028 6.0055 -4.2920 0.0019 0.0150 0.0026 0.324
H 1.0439 5.1004 -0.6624 0.0017 -0.0096 -0.0184 -0.025
H 0.6618 6.4460 -1.7537 -0.0019 0.0142 0.0009 0.289
H 2.3426 5.9452 -1.5056 0.0123 0.0110 0.0119 0.337
H -1.1870 2.9489 -0.4057 0.0175 0.0025 -0.0096 0.008
H -2.6630 2.7122 -1.3505 -0.0255 0.0050 -0.0026 0.333
H -1.9411 4.3238 -1.2408 -0.0065 0.0159 0.0112 0.232
H -0.9747 2.9190 -4.5681 0.0251 -0.0088 -0.0019 0.201
H -1.9340 4.2178 -3.8259 -0.0059 0.0092 -0.0227 0.291
H -2.5152 2.5424 -3.7876 -0.0162 0.0136 0.0114 0.284
H 3.9871 -0.7887 -1.4697 0.0009 0.0228 -0.0536 0.216
H 5.1329 0.4236 -1.9873 -0.0036 -0.0073 0.0056 0.420
H 4.7119 -0.8965 -3.0973 -0.0049 -0.0026 0.0067 0.217
H 3.2154 2.4137 -4.0661 0.0469 -0.0250 0.0276 0.323
H 4.7540 1.5201 -4.0816 0.0080 -0.0018 0.0186 0.520
H 4.2924 2.4855 -2.6686 -0.0151 0.0128 -0.0043 0.278
C 1.6515 -3.4878 -1.4225 0.0123 0.0533 -0.1274 -1.536
C 1.6966 -1.9799 -1.4368 -0.0466 -0.2834 -0.2122 0.357
O 2.0947 -1.5279 -2.6687 0.0872 0.2279 -0.1286 -0.637
N 1.3808 -1.3181 -0.4118 0.0674 -0.1477 0.5123 -0.240
Te -0.2847 -2.1502 1.5845 0.3394 0.0717 0.0082 1.033
C -1.5182 -2.5438 3.2897 0.0450 0.0830 0.0776 0.569
C -1.0177 -3.4489 4.2344 -0.0529 -0.0330 -0.0310 0.963
C 0.2818 -4.2044 4.1199 0.0919 -0.0449 -0.0568 -2.291
C -1.7717 -3.7061 5.3800 -0.0319 0.0130 -0.0253 -0.816
C -2.9864 -3.0908 5.6173 0.0561 -0.0107 -0.0113 0.760
C -3.7706 -3.3664 6.8666 -0.0492 -0.0357 0.0652 -1.609
C -3.4536 -2.1817 4.6741 0.0234 -0.0063 0.0139 -0.889
C -2.7397 -1.8900 3.5241 -0.0230 -0.0280 0.0003 0.627
C -3.2966 -0.8723 2.5777 -0.0509 0.0980 -0.1134 -1.051
C -1.6881 -2.7030 0.0958 -0.2336 0.4591 -0.0781 0.423
C -1.9553 -4.0668 -0.0060 0.0552 -0.0855 -0.0093 0.614
C -1.3292 -5.1055 0.8827 0.0401 -0.0672 0.0961 -1.908
C -2.8700 -4.4941 -0.9653 0.0190 0.0003 -0.0552 -1.062
C -3.5117 -3.6061 -1.8114 0.0095 -0.0115 0.0427 0.566
C -4.5024 -4.0833 -2.8336 -0.0297 -0.0293 -0.0535 -1.584
C -3.2281 -2.2522 -1.6802 0.0747 -0.0073 0.0214 -0.918
C -2.3283 -1.7699 -0.7378 -0.0607 -0.1018 0.0503 1.150
C -2.1152 -0.2877 -0.6632 0.0734 -0.0193 -0.0751 -0.124
H 2.4531 -3.8910 -2.0396 0.0112 -0.0205 0.0218 0.463
H 0.7011 -3.8223 -1.8457 -0.0060 -0.0059 -0.0265 0.234
H 1.7428 -3.8679 -0.4068 -0.0194 0.0434 0.0088 0.232
H 0.9444 -3.8442 3.3366 -0.0032 0.0256 0.0190 0.209
H 0.0865 -5.2613 3.9239 -0.0085 -0.0122 0.0076 0.393
H 0.8326 -4.1410 5.0586 0.0034 0.0011 0.0116 0.573
H -1.3809 -4.4088 6.1072 0.0173 -0.0100 0.0241 0.384
H -3.3060 -4.1525 7.4597 0.0056 -0.0074 0.0026 0.371
H -4.7895 -3.6762 6.6302 -0.0043 0.0025 -0.0133 0.356
H -3.8395 -2.4728 7.4890 0.0091 0.0182 -0.0144 0.341
H -4.3955 -1.6744 4.8489 -0.0181 0.0225 -0.0028 0.407
H -4.1529 -0.3675 3.0214 -0.0258 -0.0044 -0.0204 0.484
H -3.6173 -1.3267 1.6380 0.0025 -0.0264 0.0023 0.174
H -2.5542 -0.1093 2.3417 0.0059 0.0254 0.0599 -0.122
H -0.3236 -4.8357 1.2129 -0.0018 -0.0330 -0.0517 0.157
H -1.2549 -6.0543 0.3533 -0.0139 -0.0281 0.0254 0.564
H -1.9310 -5.2635 1.7810 -0.0026 0.0179 0.0088 0.335
H -3.0789 -5.5545 -1.0483 0.0065 -0.0247 0.0051 0.385
H -4.5674 -5.1700 -2.8438 -0.0016 -0.0119 0.0003 0.366
H -4.2241 -3.7510 -3.8343 0.0128 0.0115 -0.0072 0.355
H -5.4978 -3.6880 -2.6257 -0.0035 0.0115 0.0123 0.332
H -3.7219 -1.5406 -2.3321 -0.0290 0.0160 -0.0010 0.463
H -2.9227 0.2297 -1.1799 -0.0149 0.0177 0.0226 0.708
H -1.1855 -0.0043 -1.1546 -0.0252 0.0143 -0.0082 -0.469
H -2.0914 0.0739 0.3620 0.0247 0.0365 0.0333 -0.427
C 3.5894 4.3251 2.8884 0.0305 0.0018 0.0098 -0.404
S 2.5851 5.5514 3.7647 0.0120 0.0213 -0.0506 -0.068
C 1.0957 4.7448 4.1272 -0.0242 -0.0604 0.0344 -0.014
C 0.3052 3.9419 3.2910 0.0817 -0.0352 0.0296 -0.122
S 0.5833 3.5922 1.6923 -0.0130 -0.0071 0.0689 0.048
S -1.1414 3.3146 4.0802 -0.0349 0.0067 0.0195 0.112
C -0.9944 4.1324 5.5977 0.0575 0.0104 -0.0331 0.056
S -2.0658 4.0539 6.8189 0.0024 -0.0141 -0.0234 -0.203
S 0.4884 5.0477 5.7123 -0.0218 -0.0231 0.0072 -0.099
H 4.5665 4.7983 2.8028 0.0175 0.0033 0.0201 0.395
H 3.1951 4.1001 1.9059 -0.0181 0.0047 -0.0317 -0.045
H 3.6823 3.4171 3.4796 -0.0394 -0.0170 0.0186 0.219
```
Positions in Å, forces in eV/Å.

Output
- Orbital gap (spin up / spin down): 6.0 / 5.0 eV
- <S²>: 0.780
- HOMO (spin up / spin down): -7.32 / -7.32 eV
- Multiplicity: 2
- Lowest unoccupied orbital energy (spin up / spin down): -1.336 / -2.331 eV
- Net charge: 0

---

no.,E (Ha)
1,-2048.850027
2,-7000.206777